# 1
Molecular formula: C4H9N4S
Method: DFT, ωB97M-V/def2-TZVPD

Output
- gap between HOMO and LUMO (eV) = 9.149
- highest occupied orbital energy (eV) = -12.91
- total charge = +1
- E_LUMO (eV) = -3.76
- energy relative to the best compared isomer or geometry (same formula, charge and spin) (kcal per mole) = 12.5

Atoms and positions in Å:
C (-2.47, 0.65, -0.11)
C (-0.77, -0.87, -0.13)
C (-1.55, 1.70, 0.19)
C (-0.24, 1.40, 0.00)
N (-2.08, -0.56, -0.25)
N (0.16, 0.11, -0.06)
N (-0.48, -2.09, 0.15)
N (2.67, -1.18, -0.12)
S (0.91, 2.67, -0.11)
H (-3.58, 0.75, -0.02)
H (-1.94, 2.68, 0.39)
H (2.96, -2.09, 0.16)
H (1.19, -0.06, -0.40)
H (-1.37, -2.64, 0.17)
H (0.38, -2.64, 0.23)
H (2.70, -0.72, 0.74)
H (3.35, -0.86, -0.82)
H (0.16, 3.76, -0.02)

---

# 2
Molecular formula: C4H9N5
Method: DFT, ωB97M-V/def2-TZVPD

Output
- gap between HOMO and LUMO (eV) = 8.676
- highest occupied orbital energy (eV) = -8.20
- total charge = 0
- E_LUMO (eV) = 0.48
- energy relative to the best compared isomer or geometry (same formula, charge and spin) (kcal per mole) = 169.8

Atoms and positions in Å:
C (-0.69, -0.87, -0.46)
C (0.34, 1.36, -1.08)
C (1.52, 0.01, 0.46)
C (-0.44, 1.09, 1.12)
N (-1.70, -2.76, -1.96)
N (-0.79, -1.63, 0.57)
N (-1.63, -3.11, -0.85)
N (-1.38, -2.91, 0.33)
N (0.18, 0.34, -0.03)
H (1.15, 1.98, -0.91)
H (0.54, 0.92, -1.96)
H (-0.55, 2.09, -1.30)
H (1.87, 0.71, 1.32)
H (1.50, -1.02, 0.86)
H (2.11, 0.23, -0.44)
H (0.01, 1.97, 1.40)
H (-1.55, 1.22, 1.03)
H (-0.49, 0.37, 1.89)

---

# 3
Molecular formula: C4H9N5
Method: DFT, ωB97M-V/def2-TZVPD

Output
- gap between HOMO and LUMO (eV) = 10.265
- highest occupied orbital energy (eV) = -18.79
- total charge = +2
- E_LUMO (eV) = -8.53
- energy relative to the best compared isomer or geometry (same formula, charge and spin) (kcal per mole) = 14.3

Atoms and positions in Å:
C (-1.43, 0.38, 1.05)
N (-1.06, 1.33, 0.26)
C (-0.17, 1.00, -0.83)
N (1.27, 1.07, -0.41)
C (1.84, -0.03, 0.04)
N (1.27, -1.19, 0.11)
C (-0.15, -1.35, -0.03)
N (-1.07, -0.90, 0.97)
N (-0.49, -0.20, -1.34)
H (-2.21, 0.57, 1.73)
H (-1.30, 2.26, 0.63)
H (-0.27, 1.84, -1.54)
H (1.59, 2.02, 0.06)
H (2.95, -0.14, 0.09)
H (1.83, -2.00, 0.29)
H (-0.46, -2.41, -0.30)
H (-1.51, -1.66, 1.56)
H (-0.62, -0.59, -2.34)

---

# 4
Molecular formula: C4H9NO
Method: DFT, ωB97M-V/def2-TZVPD

Output
- spin multiplicity = 2
- gap between HOMO and LUMO (alpha / beta) (eV) = 3.238 / 6.930
- highest occupied orbital energy (alpha / beta) (eV) = 0.69 / -3.19
- total charge = -1
- E_LUMO (alpha / beta) (eV) = 3.92 / 3.74
- energy relative to the best compared isomer or geometry (same formula, charge and spin) (kcal per mole) = 0.0

Atoms and positions in Å:
O (2.52, -0.50, -0.85)
C (2.06, -0.52, 0.35)
C (0.80, 0.14, 0.78)
C (-0.34, 0.09, -0.26)
C (-1.67, 0.42, 0.38)
N (-2.80, 0.20, -0.54)
H (2.64, -1.02, 1.16)
H (0.44, -0.27, 1.73)
H (0.95, 1.23, 1.03)
H (-0.39, -0.86, -0.78)
H (-0.05, 0.85, -0.99)
H (-1.82, -0.30, 1.19)
H (-1.64, 1.42, 0.77)
H (-2.91, 0.94, -1.23)
H (-3.67, 0.28, -0.01)

---

# 5
Molecular formula: C4H9NO
Method: DFT, ωB97M-V/def2-TZVPD

Output
- gap between HOMO and LUMO (eV) = 7.718
- highest occupied orbital energy (eV) = -7.09
- total charge = 0
- E_LUMO (eV) = 0.63
- energy relative to the best compared isomer or geometry (same formula, charge and spin) (kcal per mole) = 97.1

Atoms and positions in Å:
C (-1.87, 0.08, -0.05)
N (-0.54, 0.19, 0.57)
C (0.39, -0.96, 0.31)
C (1.31, -0.05, -0.54)
O (2.67, -0.02, -0.12)
C (0.51, 1.14, -0.07)
H (-2.47, -0.69, 0.44)
H (-2.37, 1.05, 0.02)
H (-1.73, -0.17, -1.11)
H (-0.13, -1.78, -0.20)
H (0.85, -1.32, 1.23)
H (1.33, -0.34, -1.60)
H (2.67, 0.74, 0.47)
H (-0.67, 0.39, 1.56)
H (0.00, 1.73, -0.85)

---

# 6
Molecular formula: C4H9NO
Method: DFT, ωB97M-V/def2-TZVPD

Output
- gap between HOMO and LUMO (eV) = 11.200
- highest occupied orbital energy (eV) = -10.30
- total charge = 0
- E_LUMO (eV) = 0.90
- energy relative to the best compared isomer or geometry (same formula, charge and spin) (kcal per mole) = 39.4

Atoms and positions in Å:
C (0.74, 1.60, -0.45)
C (-0.53, 0.88, -0.89)
C (-1.20, 0.09, 0.23)
N (-0.39, -1.05, 0.63)
C (0.05, -1.96, -0.03)
O (0.52, -2.89, -0.58)
H (1.18, 2.15, -1.29)
H (0.52, 2.33, 0.34)
H (1.49, 0.91, -0.06)
H (-0.30, 0.17, -1.70)
H (-1.26, 1.59, -1.29)
H (-2.18, -0.28, -0.08)
H (-1.35, 0.72, 1.11)
H (1.15, -1.83, 2.09)
H (1.57, -2.43, 1.95)

---

# 7
Molecular formula: C4H9NO
Method: DFT, ωB97M-V/def2-TZVPD

Output
- gap between HOMO and LUMO (eV) = 10.147
- highest occupied orbital energy (eV) = -9.34
- total charge = 0
- E_LUMO (eV) = 0.81
- energy relative to the best compared isomer or geometry (same formula, charge and spin) (kcal per mole) = 65.7

Atoms and positions in Å:
C (0.63, 2.43, -0.56)
C (0.71, 1.17, -0.21)
N (0.71, 0.04, 0.25)
C (1.93, -0.70, 0.53)
H (0.78, 3.17, 0.22)
H (0.39, 2.75, -1.57)
H (2.82, -0.22, 0.08)
H (2.05, -0.72, 1.61)
H (1.84, -1.73, 0.18)
C (-2.13, -1.30, -0.27)
O (-2.17, -0.15, 0.53)
H (-1.91, -1.08, -1.33)
H (-3.12, -1.78, -0.22)
H (-1.38, -2.03, 0.08)
H (-1.24, 0.08, 0.69)

---

# 8
Molecular formula: C4H9NO
Method: DFT, ωB97M-V/def2-TZVPD

Output
- gap between HOMO and LUMO (eV) = 10.590
- highest occupied orbital energy (eV) = -9.42
- total charge = 0
- E_LUMO (eV) = 1.17
- energy relative to the best compared isomer or geometry (same formula, charge and spin) (kcal per mole) = 56.6

Atoms and positions in Å:
O (-1.92, 0.68, -0.60)
C (-1.71, 0.12, 0.67)
C (-0.25, -0.36, 0.89)
N (0.38, -0.59, -0.41)
C (1.00, 0.60, -0.98)
C (1.83, -0.50, -0.44)
H (-1.52, 0.07, -1.23)
H (-2.41, -0.71, 0.84)
H (-1.94, 0.90, 1.39)
H (0.32, 0.38, 1.48)
H (-0.25, -1.30, 1.45)
H (0.87, 0.74, -2.05)
H (0.93, 1.52, -0.40)
H (2.35, -0.33, 0.50)
H (2.33, -1.20, -1.12)

---

Which value of total charge does entry 7 give?
0

---

Which value of total charge does entry 4 give?
-1